No. 1
A molecular structure, AlH28O14 at a distorted geometry, computed with ωB97M-V with the def2-TZVPD basis set.

Last column: Mulliken charge in e.
CARTESIAN COORDINATES (ANGSTROEM)
H -3.498 -1.822 -1.520  0.26
H -0.692 -2.202 -3.252  0.27
H 0.397 -2.119 3.132  0.26
H -3.693 -0.108 1.583  0.27
O -0.110 1.042 -2.877  -0.47
O 2.427 -0.340 -1.208  -0.36
H 1.976 1.097 2.166  0.27
H 0.814 1.133 -3.112  0.30
H 0.470 -2.723 -2.433  0.21
H 3.095 2.081 -3.164  0.31
H 3.269 -0.424 -0.761  0.31
O 0.888 2.569 -0.114  -0.42
O -0.966 1.291 2.536  -0.36
O 1.368 -2.723 -0.096  -0.40
H 2.776 1.168 -4.329  0.29
O -2.983 -0.708 1.351  -0.41
O -0.253 -2.095 -2.409  -0.35
H -1.451 0.823 3.216  0.23
H 1.771 -3.206 0.625  0.26
H 1.292 3.146 3.055  0.28
H 1.721 -3.134 -0.886  0.24
O 2.088 2.619 3.126  -0.65
H -2.199 2.996 -0.979  0.27
H -0.887 -3.728 0.901  0.24
H -3.382 -0.490 -2.231  0.27
O -0.292 -1.602 2.715  -0.41
Al -0.396 -0.218 -0.046  1.64
H -2.204 -3.642 0.159  0.27
H -3.208 -1.527 1.792  0.27
H 1.714 2.970 0.157  0.27
H 0.383 3.291 -0.489  0.23
H 2.596 0.268 -1.927  0.29
H 2.221 2.510 4.068  0.33
O 1.950 0.263 1.697  -0.34
H -0.874 2.181 2.876  0.24
O -2.939 -1.048 -1.592  -0.44
H -0.574 1.583 -3.516  0.30
H -3.284 2.102 -0.417  0.27
O 2.719 1.226 -3.376  -0.67
O -1.490 -3.103 0.500  -0.42
O -2.333 2.201 -0.463  -0.51
H -0.860 -1.333 3.438  0.24
H 2.636 -0.264 2.107  0.28

Max |F| ... 1.865 eV/A
Highest occupied orbital energy ... -20.2 eV
Relative energy (zero: lowest compared OMol25 entry of this formula, charge and spin) ... 0.0 kcal/mol
Total charge ... +3
E_tot ... -1311.40996 Eh
LUMO energy ... -15.484 eV
Molar mass ... 279.2 g mol⁻¹
2S+1 ... 1
Gap between HOMO and LUMO ... 4.754 eV



No. 2
2 unconnected molecules or ions with the total composition C5H12N2O at a distorted geometry, computed with ωB97M-V with the def2-TZVPD basis set.

Last column: Mulliken charge in e.
CARTESIAN COORDINATES (ANGSTROEM)
H -3.289 0.067 -1.197  0.31
N 1.642 -0.620 0.074  0.17
O 2.689 1.196 1.421  -0.49
C -0.407 -1.260 -0.855  -1.14
N 1.582 -1.126 1.199  -0.70
H -0.114 -2.066 -0.197  0.33
H 3.411 0.527 -0.389  0.29
H -0.684 1.174 0.949  0.26
H -1.055 -0.400 1.573  0.22
H 1.930 1.597 -0.413  0.28
H -0.484 -1.730 -1.827  0.36
C -1.367 0.326 0.818  -1.21
H 2.883 0.377 1.936  0.36
H -2.184 -0.243 -2.514  0.36
H -2.211 1.342 -1.688  0.29
C -2.272 0.260 -1.553  -1.29
C -1.258 -0.223 -0.561  1.23
C 2.489 0.827 0.117  -0.28
H -2.330 0.742 1.112  0.39
H 1.028 -0.767 1.995  0.29

Max |F| ... 4.497 eV/A
Highest occupied orbital energy (alpha / beta) ... -7.9 / -7.9 eV
Relative energy (zero: lowest compared OMol25 entry of this formula, charge and spin) ... 148.4 kcal/mol
E_tot ... -382.26612 Eh
LUMO energy (alpha / beta) ... -0.225 / -0.251 eV
Molar mass ... 116.2 g mol⁻¹
2S+1 ... 1
Gap between HOMO and LUMO (alpha / beta) ... 7.660 / 7.660 eV
SMILES ... [H]/N=N\CO.C=C(C)C



> What is the 2S+1 in the second record?

1



> Which value of 2S+1 does entry 2 give?

1



> 2S+1 of number 1 (AlH28O14)?

1